[1]
Below is an isolated ion of composition C4H4FIN3O2 and charge +1, with properties calculated with ωB97M-V with the def2-TZVPD basis set.

Results
Structure (SMILES): O=C(O)Cn1c[n+](F)c(I)n1
E_HOMO in eV: -14.1
LUMO energy in eV: -4.1
Max |F| in eV Å⁻¹: 0.97
Charge: +1
Kohn-Sham gap in hartree: 0.3687
Relative energy (zero: lowest compared OMol25 entry of this formula, charge and spin) in kcal per mole: 1.40

Cartesian coordinates (Å):
O 2.875 -0.610 0.861
C 2.122 -0.147 0.074
O 2.073 1.123 -0.314
C 1.026 -0.954 -0.597
N -0.279 -0.356 -0.286
C -0.901 -0.519 0.871
N -2.006 0.218 0.754
F -2.928 0.355 1.700
C -2.039 0.815 -0.468
I -3.524 2.030 -1.170
N -0.960 0.457 -1.118
H 2.910 1.559 -0.089
H 1.160 -0.894 -1.671
H 1.044 -1.979 -0.258
H -0.573 -1.098 1.714

Okay, here come the natural (NBO) numbers, in e, for every atom:
1 O -0.51
2 C 0.76
3 O -0.68
4 C -0.33
5 N -0.10
6 C 0.22
7 N 0.06
8 F -0.10
9 C 0.14
10 I 0.39
11 N -0.20
12 H 0.52
13 H 0.28
14 H 0.26
15 H 0.28



[2]
Below is C26H37MoN2 as an isolated structure in a non-equilibrium geometry, with properties calculated with ωB97M-V with the def2-TZVPD basis set.

Results
E_HOMO (spin up / spin down) in eV: -18.5 / -18.5
LUMO energy (spin up / spin down) in eV: -12.1 / -12.1
Max |F| in eV Å⁻¹: 3.83
Charge: +3
Kohn-Sham gap (spin up / spin down) in hartree: 0.2344 / 0.2344
Relative energy (zero: lowest compared OMol25 entry of this formula, charge and spin) in kcal per mole: 0.00

Cartesian coordinates (Å):
C 0.773 -2.503 0.904
C 1.804 -1.906 0.103
C 1.334 -1.846 -1.239
C -0.016 -2.354 -1.284
C -0.346 -2.812 0.044
Mo -0.218 -0.589 0.068
C -2.315 1.744 -0.558
C -1.984 0.716 0.541
H -2.089 1.130 1.547
C -2.310 -0.653 0.210
H -2.814 -0.800 -0.789
H -2.530 -1.447 0.954
C -3.135 2.918 -0.034
H -2.626 3.470 0.743
H -3.322 3.617 -0.870
H -4.096 2.561 0.315
C -3.134 1.194 -1.766
H -2.617 0.414 -2.316
H -4.142 0.861 -1.499
H -3.239 2.044 -2.458
C 3.186 -1.600 0.530
H 3.257 -1.404 1.601
H 3.838 -2.455 0.319
H 3.608 -0.737 0.005
C 2.194 -1.631 -2.431
H 2.588 -0.606 -2.474
H 3.060 -2.308 -2.401
H 1.649 -1.836 -3.362
C -0.809 -2.633 -2.537
H -0.731 -1.790 -3.248
H -0.422 -3.535 -3.056
H -1.880 -2.791 -2.309
C -1.491 -3.715 0.423
H -2.366 -3.562 -0.229
H -1.163 -4.771 0.322
H -1.810 -3.559 1.471
C 0.947 -2.957 2.312
H -0.017 -3.120 2.810
H 1.503 -3.908 2.348
H 1.517 -2.222 2.898
C -0.155 1.160 -1.405
C -1.107 2.238 -1.201
C 0.485 1.161 -2.648
C -1.079 3.449 -2.004
H 0.070 1.991 -0.623
C 0.412 2.258 -3.504
H 0.950 0.207 -2.938
C -0.255 3.451 -3.115
H -1.731 4.279 -1.692
H 0.952 2.178 -4.456
H -0.081 4.383 -3.722
C 3.539 2.606 2.618
C 2.311 1.788 2.519
C 1.383 1.406 3.480
C 0.423 0.614 2.861
N 0.728 0.532 1.528
N 1.887 1.265 1.361
C -0.701 -0.118 3.460
H 3.284 3.633 2.912
H 4.199 2.193 3.392
H 4.086 2.642 1.670
H 1.408 1.661 4.533
H 2.357 1.346 0.446
H -0.601 -1.202 3.340
H -0.724 0.096 4.532
H -1.672 0.161 3.050

Okay, here come the Mulliken numbers, in e, for every atom:
1 C 0.98
2 C 0.14
3 C 1.67
4 C 0.36
5 C 0.32
6 Mo -1.59
7 C 1.37
8 C -0.66
9 H 0.74
10 C -0.74
11 H 0.27
12 H 0.72
13 C -1.93
14 H 0.44
15 H 0.58
16 H 0.48
17 C -1.96
18 H 0.60
19 H 0.41
20 H 0.47
21 C -1.57
22 H 0.36
23 H 0.43
24 H 0.38
25 C -1.76
26 H 0.58
27 H 0.35
28 H 0.48
29 C -1.68
30 H 0.37
31 H 0.35
32 H 0.35
33 C -1.33
34 H 0.38
35 H 0.34
36 H 0.48
37 C -1.49
38 H 0.40
39 H 0.35
40 H 0.41
41 C 1.09
42 C 0.36
43 C -0.05
44 C -0.68
45 H 0.21
46 C -0.85
47 H 0.41
48 C -0.79
49 H 0.46
50 H 0.50
51 H 0.46
52 C -1.29
53 C 0.54
54 C -1.17
55 C 0.50
56 N 1.38
57 N -0.43
58 C -1.14
59 H 0.34
60 H 0.38
61 H 0.33
62 H 0.57
63 H 0.25
64 H 0.08
65 H 0.49
66 H 0.18